Record 1
Formula: C36H34BF2N2P2Pd
Source: the Open Molecules 2025 dataset
Level of theory: ωB97M-V/def2-TZVPD

## Properties
* calculated total energy: -69030.7694 eV
* HOMO energy: -10.387 eV
* charge: +1
* gap between HOMO and LUMO: 0.2500 hartree
* LUMO level: -3.58 eV
* ΔE to the lowest compared entry with this formula, charge and spin: 2.522 eV

Atoms and positions in Å:
Pd 0.6212 -0.6946 -0.1025
C -0.9380 1.6316 -2.6078
C 0.5180 1.7502 -2.1466
P 0.7778 1.6460 -0.3169
C 2.7526 1.5596 -0.2546
C 3.4546 2.3177 -1.2321
C 4.4797 3.1632 -0.8854
C 4.8648 3.2574 0.4533
C 4.2267 2.5180 1.4435
C 3.1747 1.7038 1.0951
C 0.6758 3.3546 0.3379
C 0.9687 3.5896 1.6750
C 0.8806 4.8725 2.1986
C 0.5079 5.9305 1.3855
C 0.2124 5.6993 0.0485
C 0.2864 4.4170 -0.4724
C -1.8002 0.7557 -1.6983
P -1.8584 1.6727 -0.1143
C -2.0255 0.5480 1.2877
C -2.2019 1.1432 2.5403
C -2.1643 0.3748 3.6909
C -1.9211 -0.9933 3.6081
C -1.7342 -1.5875 2.3714
C -1.7946 -0.8225 1.2112
C -3.4297 2.5888 -0.2009
C -3.4242 3.9050 -0.6547
C -4.6146 4.6084 -0.7860
C -5.8153 4.0037 -0.4490
C -5.8274 2.6953 0.0193
C -4.6421 1.9894 0.1419
H -0.9476 1.2529 -3.6322
H -1.3801 2.6323 -2.6582
H 0.9628 2.6563 -2.5585
H 1.0883 0.9075 -2.5420
H 3.1818 2.2074 -2.2734
H 4.9959 3.7415 -1.6390
H 5.6844 3.9116 0.7237
H 4.5520 2.5883 2.4721
H 2.6611 1.1261 1.8557
H 1.2397 2.7688 2.3310
H 1.1009 5.0399 3.2446
H 0.4426 6.9313 1.7906
H -0.0844 6.5200 -0.5917
H 0.0357 4.2565 -1.5111
H -1.3442 -0.2250 -1.5574
H -2.7955 0.5998 -2.1171
H -2.3691 2.2126 2.6114
H -2.3147 0.8422 4.6552
H -1.8804 -1.5917 4.5085
H -1.5463 -2.6518 2.3031
H -1.6905 -1.2984 0.2409
H -2.4859 4.3893 -0.8901
H -4.6011 5.6307 -1.1404
H -6.7431 4.5522 -0.5433
H -6.7637 2.2254 0.2904
H -4.6568 0.9713 0.5132
N -1.5403 -2.6562 -1.7205
C -1.4239 -3.5904 -0.6908
C -2.4818 -4.3562 -0.2670
C -2.3175 -5.3285 0.7379
C -1.0852 -5.5811 1.2683
C 0.0263 -4.8198 0.8399
C 1.3517 -5.1224 1.2291
C 2.3870 -4.4233 0.6871
C 2.1019 -3.3218 -0.1417
N 0.8797 -2.9385 -0.4553
C -0.1559 -3.7556 -0.0651
H -2.3604 -2.7833 -2.2947
H -0.7004 -2.5666 -2.2756
H -3.4493 -4.2352 -0.7392
H -3.1734 -5.9131 1.0473
H -0.9356 -6.3785 1.9843
H 1.5270 -5.9434 1.9137
H 3.4163 -4.6638 0.9101
H 2.9119 -2.7307 -0.5312
F 3.3942 -0.8151 0.3789
B 2.6059 -0.1607 -0.5296
F 2.8618 -0.4708 -1.8349

---

Record 2
Formula: C36H34Br12F2N4
Source: the Open Molecules 2025 dataset
Level of theory: ωB97M-V/def2-TZVPD

## Properties
* calculated total energy: -889784.0528 eV
* HOMO energy: -9.242 eV
* charge: 0
* gap between HOMO and LUMO: 0.3223 hartree
* LUMO level: -0.47 eV

Atoms and positions in Å:
F -5.2626 4.8469 -0.6821
C -5.1778 3.8631 -1.5788
C -5.2467 2.5238 -1.1377
C -5.0404 1.5008 -2.0682
C -4.7112 1.9144 -3.4066
C -4.4404 3.2406 -3.6976
C -4.7238 4.2480 -2.8142
H -5.5590 2.2890 -0.0797
H -5.2734 0.5039 -1.7686
H -4.7005 1.1555 -4.1793
H -4.1074 3.5273 -4.6859
H -4.4260 5.2376 -2.9282
F 3.8326 -2.3577 5.9420
C 3.7609 -1.8040 4.6915
C 3.1972 -0.5283 4.4888
C 2.8635 -0.1281 3.1967
C 3.4150 -0.7724 2.1187
C 4.0475 -1.9805 2.3264
C 4.1976 -2.5301 3.6088
H 2.8901 0.0396 5.3586
H 2.2260 0.7173 3.0530
H 3.2335 -0.5475 1.0898
H 4.1767 -2.7026 1.5196
H 4.6142 -3.5475 3.7492
C -6.3500 -0.0952 3.0433
Br -8.2267 0.5345 3.1939
Br -5.0805 1.1465 3.8582
Br -5.6871 -0.2983 1.2255
H -6.3215 -1.0896 3.4707
C -0.1475 -1.7789 5.0624
Br -0.1930 -2.6538 6.7569
Br -1.2216 -0.1861 4.9113
Br -0.5816 -2.9500 3.5488
H 0.8744 -1.4882 4.9465
C -1.6511 -3.2058 -1.9230
Br -2.8630 -3.8277 -0.7160
Br 0.0199 -2.8073 -1.0989
Br -2.3388 -1.7538 -3.0235
H -1.5238 -3.8235 -2.8031
C -1.9437 3.3857 3.3571
Br -2.2393 3.4251 5.3402
Br -0.1775 3.8023 2.7568
Br -3.3271 4.4038 2.3741
H -1.9624 2.3988 3.0979
N 2.5384 3.4419 0.4743
C 3.8241 3.4058 0.2313
C 4.4683 4.0593 -0.7625
C 3.7671 4.7869 -1.6855
C 2.3239 4.8184 -1.5530
C 1.8089 4.1526 -0.4540
H 4.4282 2.8433 0.9421
H 5.5308 3.9147 -0.8794
H 4.3651 5.2514 -2.4934
H 1.7049 5.4679 -2.2338
H 0.7379 4.0081 -0.3357
N 1.5652 -1.0157 -6.3048
C 1.9579 0.1216 -6.8297
C 2.1636 1.2973 -6.0925
C 1.8081 1.3187 -4.7579
C 1.2906 0.1246 -4.2300
C 1.1776 -0.9962 -5.0177
H 2.2853 0.0906 -7.8525
H 2.5623 2.2189 -6.5200
H 1.8056 2.0781 -3.9833
H 1.1055 -0.0507 -3.1162
H 0.7110 -1.9184 -4.5424
N 1.4706 -7.3749 -0.6496
C 2.5697 -6.7077 -1.0661
C 3.2531 -5.8773 -0.2406
C 2.8879 -5.7552 1.0916
C 1.8092 -6.4582 1.5459
C 1.1392 -7.2600 0.6812
H 2.7745 -6.7912 -2.1561
H 4.0901 -5.3051 -0.6037
H 3.1869 -4.9210 1.6849
H 1.4190 -6.4107 2.6314
H 0.1924 -7.6350 1.1227
N -0.2200 1.4459 -0.8222
C 0.3253 0.9489 0.3056
C -0.2978 0.3571 1.3530
C -1.6676 0.3891 1.3044
C -2.2816 0.9207 0.1883
C -1.5519 1.3672 -0.9265
H 1.4480 1.0506 0.4473
H 0.3612 -0.0660 2.1239
H -2.2736 -0.0020 2.1069
H -3.3833 1.0960 0.2467
H -2.0253 1.7222 -1.8676

---

Record 3
Formula: C36H34N4O6RbSSb
Source: the Open Molecules 2025 dataset
Level of theory: ωB97M-V/def2-TZVPD

## Properties
* calculated total energy: -74160.4606 eV
* HOMO energy: -2.885 eV
* charge: -2
* gap between HOMO and LUMO: 0.2451 hartree
* LUMO level: 3.78 eV
* ΔE to the lowest compared entry with this formula, charge and spin: 0.263 eV

Atoms and positions in Å:
Rb -0.8942 -0.7417 0.5814
C 3.9961 -0.5798 2.6722
C 2.6117 -0.2436 2.1880
N 1.6491 -1.0903 2.1720
N 1.9520 -2.3399 2.6376
C 0.8870 -3.1445 2.6285
O -0.2859 -2.9120 2.2821
C 1.2010 -4.5456 3.1261
C 0.1820 -5.4924 3.1160
C 0.4130 -6.7905 3.5497
C 1.6726 -7.1581 4.0037
C 2.6952 -6.2169 4.0196
C 2.4615 -4.9207 3.5836
C 2.3042 1.1451 1.7661
C 3.0244 2.2178 2.2885
C 2.6692 3.5137 1.9414
C 1.6162 3.7184 1.0697
C 0.9782 2.5861 0.5764
N 1.2951 1.3388 0.9030
H 4.2328 -1.6013 2.3787
H 4.0570 -0.5468 3.7647
H 4.7372 0.1074 2.2621
H -0.7895 -5.1778 2.7575
H -0.3911 -7.5173 3.5324
H 1.8572 -8.1712 4.3425
H 3.6813 -6.4971 4.3729
H 3.2445 -4.1748 3.5857
H 3.8317 2.0382 2.9863
H 3.2029 4.3579 2.3632
H 1.2568 4.7065 0.7977
H 0.1560 2.6974 -0.1232
O -1.6604 6.3332 -1.4206
C -1.2225 5.9213 -0.3324
O -0.3688 6.4385 0.4293
C -1.7519 4.5532 0.1459
C -1.6791 4.1887 1.4854
C -2.0377 2.9039 1.8539
N -2.4402 1.9685 0.9917
C -2.5455 2.3191 -0.2923
C -2.2287 3.6019 -0.7434
C -2.9961 1.2421 -1.2997
O -3.0656 1.6049 -2.4899
O -3.2369 0.0972 -0.8381
H -1.2943 4.8950 2.2092
H -1.9714 2.5915 2.8931
H -2.3299 3.8393 -1.7926
O 0.6992 -1.0247 -2.0109
S 0.4479 0.4142 -2.3535
C 0.2411 0.5352 -4.1300
C -0.9152 1.1324 -4.6045
C -1.0938 1.2221 -5.9833
C -0.1408 0.7102 -6.8476
C 1.0060 0.0942 -6.3499
C 1.2020 0.0059 -4.9842
C 2.0431 1.2301 -2.2644
C 2.1448 2.5657 -2.6298
C 3.3522 3.2202 -2.4572
C 4.4388 2.5397 -1.9178
C 4.3185 1.2072 -1.5525
C 3.1098 0.5424 -1.7201
H -1.6697 1.4892 -3.9048
H -1.9898 1.6890 -6.3720
H -0.2880 0.7833 -7.9188
H 1.7448 -0.3097 -7.0314
H 2.0855 -0.4664 -4.5718
H 1.2813 3.0953 -3.0178
H 3.4357 4.2679 -2.7150
H 5.3759 3.0604 -1.7631
H 5.1589 0.6867 -1.1097
H 2.9653 -0.4834 -1.4037
C -6.1135 -0.8976 0.0041
Sb -4.5519 -1.3907 1.3925
C -3.6203 -2.8748 0.1408
C -5.7981 -2.8857 2.3868
H -6.5647 -1.8128 -0.3839
H -5.6600 -0.3298 -0.8057
H -6.8806 -0.2965 0.4940
H -4.3469 -3.6465 -0.1183
H -2.7780 -3.3354 0.6601
H -3.2783 -2.3721 -0.7631
H -6.2937 -3.5166 1.6458
H -6.5580 -2.3969 3.0000
H -5.1860 -3.5148 3.0353

---

Record 4
Formula: C36H35N8NaOP2S2
Source: the Open Molecules 2025 dataset
Level of theory: ωB97M-V/def2-TZVPD

## Properties
* calculated total energy: -96535.8915 eV
* HOMO energy: -0.720 eV
* charge: -2
* gap between HOMO and LUMO: 0.1581 hartree
* LUMO level: 3.58 eV
* ΔE to the lowest compared entry with this formula, charge and spin: 0.000 eV

Atoms and positions in Å:
Na 11.1510 14.6784 10.1158
S 11.8127 13.9051 13.1687
P 12.9404 12.2680 12.7693
C 12.5765 11.4628 11.3229
P 12.8751 10.3657 10.0525
S 12.1668 10.7908 8.1521
C 14.5980 9.8610 9.8217
C 15.4572 9.8116 10.9024
C 16.8103 9.4810 10.7231
C 17.3046 9.2030 9.4236
C 16.4134 9.2495 8.3482
C 15.0466 9.5546 8.5439
C 11.8877 8.9041 10.5382
C 12.3789 7.7309 11.0499
C 11.5554 6.6778 11.4485
C 10.2178 6.7631 11.1929
C 9.6678 7.9864 10.7322
C 10.4964 9.0110 10.3692
C 12.8326 11.0969 14.1207
C 13.9157 10.2361 14.4228
C 13.9331 9.5422 15.6168
C 12.8368 9.5965 16.4395
C 11.6776 10.3074 16.0840
C 11.6630 11.0157 14.8626
C 14.6204 12.9255 12.8635
C 15.5043 12.8380 11.8059
C 16.8420 13.2485 11.9178
C 17.2760 13.8271 13.1412
C 16.3912 13.8367 14.2112
C 15.0699 13.3587 14.1172
H 15.0178 10.0210 11.8581
H 17.4344 9.4024 11.5995
H 18.3379 8.9570 9.2861
H 16.7116 9.0712 7.3412
H 14.3156 9.6218 7.7155
H 13.4763 7.6161 11.0699
H 11.9978 5.8322 11.9934
H 9.6139 5.8667 11.3488
H 8.5819 8.1200 10.7320
H 10.1334 9.9994 10.0787
H 14.7560 10.1700 13.7072
H 14.7968 8.9626 15.9441
H 12.7944 8.9716 17.3193
H 10.8081 10.2203 16.7294
H 10.8383 11.6721 14.5201
H 15.1425 12.4010 10.8787
H 17.5391 13.0178 11.0938
H 18.2526 14.2625 13.2114
H 16.7107 14.0946 15.1895
H 14.3933 13.2987 14.9741
N 9.0368 13.5913 10.6572
H 8.7984 13.9008 11.6229
H 8.9836 12.5782 10.6367
H 8.2364 13.8974 10.0685
N 11.4352 16.8921 8.8699
C 10.7045 17.3801 8.0823
N 9.9255 18.0248 7.2370
C 9.0545 17.4053 6.4807
N 8.3088 16.8900 5.7260
C 13.6025 14.3280 5.5768
N 12.7021 14.1283 6.6551
C 11.3413 14.4858 6.6880
N 10.8928 15.1452 5.5992
O 10.6036 14.2414 7.6383
H 14.5382 13.8367 5.8528
H 13.7610 15.3872 5.3991
H 13.2659 13.8768 4.6267
H 12.9535 13.3884 7.3706
H 11.5292 15.6025 4.9471
H 9.9878 15.5057 5.5951
N 9.8715 18.3979 13.2423
C 10.6139 17.3956 12.6603
N 9.9704 16.7437 11.6941
C 8.7105 17.4066 11.5702
C 7.7250 17.2740 10.6338
C 6.6046 18.1141 10.7956
C 6.5393 19.0670 11.8221
C 7.6024 19.3262 12.6815
C 8.6436 18.4379 12.5664
H 10.1249 18.9746 14.0350
H 11.6358 17.1702 12.9868
H 7.8466 16.6300 9.7539
H 5.6926 17.9738 10.2042
H 5.6262 19.6479 11.9556
H 7.6143 20.1252 13.4632

---

Record 5
Formula: C36H36ClCrN4O3S
Source: the Open Molecules 2025 dataset
Level of theory: ωB97M-V/def2-TZVPD

## Properties
* calculated total energy: -101797.8402 eV
* HOMO energy (alpha / beta): -1.186 / -4.096 eV
* charge: -1
* spin multiplicity: 5
* gap between HOMO and LUMO (alpha / beta): 0.0996 / 0.2067 hartree
* LUMO level (alpha / beta): 1.53 / 1.53 eV
* ΔE to the lowest compared entry with this formula, charge and spin: 1.918 eV

Atoms and positions in Å:
Cr -0.0152 -1.9266 -0.4800
C -2.8816 -2.8113 -1.4735
N -2.2890 -1.8022 -0.5930
C -2.8643 -1.9906 0.7451
C -2.2301 -3.1728 1.4817
C -0.9996 -2.7330 2.2688
N -0.0081 -2.1735 1.4107
C 0.9234 -1.3431 2.0877
C 2.3691 -1.5664 1.7167
C 3.3335 -1.3709 2.6895
C 4.6871 -1.4440 2.4042
C 5.0838 -1.7493 1.1121
C 4.1484 -1.9804 0.1291
C 2.7616 -1.8882 0.3919
O 1.9116 -2.0697 -0.5656
C -2.6375 -0.4624 -1.0838
C -2.2114 -0.1579 -2.5227
C -0.6949 -0.2285 -2.7761
N -0.1842 -1.5189 -2.4047
C -0.0300 -2.3978 -3.3594
C 0.2737 -3.7708 -3.1846
C 0.6384 -4.5363 -4.3082
C 0.9277 -5.8757 -4.2157
C 0.8165 -6.5230 -2.9861
C 0.4145 -5.8224 -1.8735
C 0.1550 -4.4333 -1.9152
O -0.2616 -3.8484 -0.8526
H -3.9450 -2.5983 -1.6554
H -2.7998 -3.7911 -1.0138
H -2.3474 -2.8524 -2.4177
H -3.9551 -2.1332 0.6503
H -2.7035 -1.0796 1.3306
H -1.9039 -3.9288 0.7704
H -2.9523 -3.6185 2.1701
H -0.5966 -3.6063 2.8134
H -1.3222 -2.0020 3.0377
H 0.8425 -1.4668 3.1813
H 3.0226 -1.1227 3.6962
H 5.4154 -1.2549 3.1793
H 6.1386 -1.8204 0.8768
H 4.4611 -2.2185 -0.8788
H -2.1708 0.2720 -0.4207
H -3.7343 -0.3283 -1.0269
H -2.5539 0.8530 -2.7537
H -2.7125 -0.8392 -3.2131
H -0.1970 0.5516 -2.1945
H -0.5190 -0.0193 -3.8445
H -0.1459 -2.0668 -4.3975
H 0.7042 -4.0441 -5.2713
H 1.2385 -6.4268 -5.0923
H 1.0468 -7.5770 -2.9058
H 0.2942 -6.3138 -0.9184
C -1.5711 7.9216 3.1412
C -1.1962 9.0372 2.2090
O -0.9868 10.1795 2.5564
S -1.0157 8.6215 0.4805
C -0.9231 6.8553 0.3616
C 0.1155 6.1402 0.9761
C 0.2093 4.7849 0.8113
C -0.7121 4.0755 0.0029
C -1.7306 4.8108 -0.6350
C -1.8253 6.1695 -0.4568
C -0.5215 2.6909 -0.0581
C -0.1299 1.5445 0.0473
H -1.6582 8.3320 4.1466
H -0.8277 7.1272 3.1351
H -2.5238 7.4912 2.8335
H 0.8466 6.6660 1.5748
H 1.0032 4.2226 1.2840
H -2.4425 4.3039 -1.2733
H -2.6018 6.7327 -0.9524
Cl 0.9815 1.4700 4.1212
C 1.3973 1.1118 2.4807
C 2.5010 1.6239 1.8951
C 2.7430 1.3246 0.5261
C 1.8115 0.6864 -0.2193
N 0.5080 0.3478 0.3111
C 0.5141 0.1444 1.7809
H 3.1896 2.2485 2.4378
H 3.6774 1.6230 0.0804
H 1.9532 0.4848 -1.2696
H -0.5267 0.2564 2.1241

---

Record 6
Formula: C36H36F3N4OP2SW
Source: the Open Molecules 2025 dataset
Level of theory: ωB97M-V/def2-TZVPD

## Properties
* calculated total energy: -85292.8652 eV
* HOMO energy (alpha / beta): -16.700 / -16.708 eV
* charge: +3
* spin multiplicity: 3
* gap between HOMO and LUMO (alpha / beta): 0.2335 / 0.2434 hartree
* LUMO level (alpha / beta): -10.35 / -10.09 eV
* ΔE to the lowest compared entry with this formula, charge and spin: 0.455 eV

Atoms and positions in Å:
W -0.7486 -0.1386 0.5628
F -6.6709 -1.8141 1.8689
C -5.3521 -1.9335 1.9291
F -5.0065 -2.4641 3.1056
F -4.9462 -2.7706 0.9600
C -4.6885 -0.5814 1.7482
C -5.4194 0.5968 1.7556
C -4.7808 1.8162 1.5469
C -3.4341 1.8221 1.2823
N -2.7276 0.6862 1.2860
C -3.3300 -0.4761 1.5604
S -2.1152 -1.7683 1.6151
H -6.4882 0.5584 1.9223
H -5.3287 2.7496 1.5890
H -2.8962 2.7386 1.0808
N 1.4161 -1.8248 -0.9240
P 1.6863 -0.3034 -0.2613
C 3.2320 -0.3951 0.6066
C 4.3925 -0.6136 -0.1436
C 5.5994 -0.7714 0.5157
C 5.6529 -0.7081 1.9056
C 4.4988 -0.5051 2.6500
C 3.2817 -0.3524 2.0021
C 1.8256 0.8478 -1.6280
C 0.8153 0.8267 -2.5980
C 0.8762 1.6804 -3.6862
C 1.9407 2.5732 -3.8031
C 2.9297 2.6185 -2.8290
C 2.8750 1.7599 -1.7365
P -0.0744 -2.3682 -0.4083
C 0.1658 -3.8442 0.5208
C 1.3231 -3.9731 1.2979
C 1.4957 -5.1049 2.0745
C 0.5115 -6.0883 2.0937
C -0.6471 -5.9504 1.3362
C -0.8316 -4.8240 0.5501
C -1.1214 -2.7256 -1.8164
C -0.8509 -3.8551 -2.5934
C -1.6320 -4.1323 -3.7060
C -2.6894 -3.2969 -4.0430
C -2.9704 -2.1706 -3.2778
C -2.1912 -1.8949 -2.1658
H 2.1378 -2.4011 -1.3391
H 4.3606 -0.6624 -1.2280
H 6.5030 -0.9434 -0.0551
H 6.6047 -0.8256 2.4115
H 4.5477 -0.4743 3.7324
H 2.3741 -0.2281 2.5810
H 0.0081 0.1089 -2.5399
H 0.1103 1.6432 -4.4525
H 2.0015 3.2288 -4.6644
H 3.7569 3.3137 -2.9260
H 3.6535 1.7989 -0.9805
H 2.0905 -3.2070 1.2798
H 2.3962 -5.2254 2.6637
H 0.6492 -6.9727 2.7069
H -1.4050 -6.7236 1.3556
H -1.7330 -4.7182 -0.0439
H -0.0319 -4.5193 -2.3337
H -1.4192 -5.0095 -4.3072
H -3.3055 -3.5279 -4.9042
H -3.7987 -1.5254 -3.5441
H -2.4417 -1.0448 -1.5724
C 0.8000 2.6660 2.9558
N 0.5060 3.4821 1.7693
C 0.8902 4.9107 1.8997
C 1.1981 5.4947 0.5445
C 0.0277 5.2484 -0.3733
N -0.3418 3.8108 -0.3685
C -1.0514 3.3583 -1.5766
C -0.0390 3.0274 0.6508
O -0.3152 1.7396 0.5310
H 1.8682 2.4743 3.0312
H 0.2697 1.7378 2.9461
H 0.4823 3.2175 3.8371
H 1.7624 4.9469 2.5459
H 0.0840 5.4516 2.3955
H 2.1013 5.0334 0.1357
H 1.3797 6.5640 0.6325
H 0.2765 5.5097 -1.3995
H -0.8423 5.8408 -0.0801
H -0.3967 3.4416 -2.4431
H -1.9210 3.9956 -1.7310
H -1.3745 2.3387 -1.4886